Arrangement 1

{
  "formula": "BrH2OP",
  "method": "the ωB97M-V functional and the def2-TZVPD basis",
  "gap_ha": 0.3238,
  "charge": 0,
  "smiles": "O=P.Br",
  "e_homo_ev": -9.92,
  "symbols": ["O", "P", "H", "Br", "H"],
  "positions_angstrom": [[1.91805, -1.69287, 0.00810], [1.42988, -0.33905, 0.22296], [2.58104, 0.36598, 0.79842], [-4.32362, -0.18356, 0.03303], [-3.11222, -0.33915, -0.65248]]
}


Arrangement 2

{
  "formula": "BrH2OP",
  "method": "the ωB97M-V functional and the def2-TZVPD basis",
  "gap_ha": [0.2655, 0.2720],
  "charge": 0,
  "e_homo_ev": [-9.43, -9.62],
  "symbols": ["O", "P", "Br", "H", "H"],
  "positions_angstrom": [[0.90289, 0.25278, -0.93512], [-1.39602, -1.18138, -0.75640], [-2.62812, 0.26181, 0.17710], [1.64625, -0.40839, -0.86320], [-1.11224, -1.90460, 0.30490]]
}


Relative energies, in eV, with the most stable structure set to zero: arrangement 1 0.000; arrangement 2 2.223.


Arrangement 1

{
  "formula": "C2H3N2OP",
  "method": "the ωB97M-V functional and the def2-TZVPD basis",
  "gap_ha": [0.2621, 0.2690],
  "charge": 0,
  "e_homo_ev": [-7.38, -7.39],
  "symbols": ["C", "C", "N", "N", "O", "P", "H", "H", "H"],
  "positions_angstrom": [[0.82380, 0.43058, -0.68777], [0.79821, -0.52361, -1.60732], [0.32473, 0.84840, 0.49618], [-0.65335, 0.42568, 1.26535], [0.77696, -1.25614, -2.47409], [-1.51079, -0.91205, 1.66907], [1.24957, 1.33979, -1.02193], [-0.75384, 1.12285, 1.92239], [-1.05529, -1.47549, 0.43812]]
}


Arrangement 2

{
  "formula": "C2H3N2OP",
  "method": "the ωB97M-V functional and the def2-TZVPD basis",
  "gap_ha": 0.4084,
  "charge": 0,
  "smiles": "Pc1nnco1",
  "e_homo_ev": -10.36,
  "symbols": ["P", "C", "N", "N", "C", "O", "H", "H", "H"],
  "positions_angstrom": [[2.13639, 0.07674, 0.39920], [0.29801, 0.14683, 0.37160], [-0.39968, 1.16541, 0.61572], [-1.93643, 0.57997, 0.35210], [-1.66531, -0.55088, -0.10723], [-0.36451, -0.96385, -0.10801], [2.24980, 1.35103, -0.13273], [2.16206, -0.53490, -0.92987], [-2.48032, -1.27037, -0.46077]]
}


Relative energies, in eV, with the most stable structure set to zero: arrangement 1 2.252; arrangement 2 0.000.


Arrangement 1

{
  "formula": "C23H23N3O3",
  "method": "the ωB97M-V functional and the def2-TZVPD basis",
  "gap_ha": 0.3022,
  "charge": 0,
  "smiles": "CCOc1ccc(OCc2ccc(C(=O)N/N=C(\\C)c3ccccn3)cc2)cc1",
  "e_homo_ev": -7.96,
  "symbols": ["C", "C", "O", "C", "C", "C", "C", "O", "C", "C", "C", "C", "C", "C", "O", "N", "N", "C", "C", "C", "C", "C", "C", "C", "N", "C", "C", "C", "C", "H", "H", "H", "H", "H", "H", "H", "H", "H", "H", "H", "H", "H", "H", "H", "H", "H", "H", "H", "H", "H", "H", "H"],
  "positions_angstrom": [[1.29991, 2.96936, -5.52709], [2.25172, 2.47399, -4.44928], [1.53922, 1.57071, -3.62922], [2.18630, 0.98453, -2.58175], [3.51775, 1.19687, -2.23859], [4.06473, 0.54234, -1.15178], [3.30786, -0.33745, -0.38428], [3.96261, -0.92670, 0.66353], [3.26486, -1.86151, 1.45539], [2.12385, -1.26416, 2.24288], [0.96294, -1.99374, 2.46908], [-0.10008, -1.42873, 3.14600], [-0.01047, -0.12203, 3.61427], [-1.15376, 0.52854, 4.30717], [-1.08009, 1.12620, 5.35920], [-2.35526, 0.42443, 3.65182], [-2.43832, -0.09549, 2.42139], [-3.53916, -0.15151, 1.77501], [-4.87065, 0.32772, 2.27597], [-3.46022, -0.74028, 0.43473], [-2.23164, -1.13682, -0.10493], [-2.21148, -1.69249, -1.36922], [-3.40698, -1.83166, -2.06130], [-4.57161, -1.40305, -1.44272], [-4.60363, -0.87573, -0.23442], [1.16749, 0.59288, 3.43251], [2.22333, 0.02730, 2.74362], [1.97692, -0.55110, -0.72725], [1.42860, 0.10677, -1.81052], [1.81209, 3.67069, -6.17961], [0.93848, 2.13092, -6.11608], [0.44725, 3.46311, -5.06926], [3.11354, 1.96909, -4.90859], [2.61891, 3.31966, -3.85060], [4.14066, 1.86941, -2.80659], [5.09604, 0.70423, -0.88041], [4.02381, -2.24945, 2.14495], [2.90396, -2.69680, 0.83846], [0.88652, -3.00705, 2.09944], [-0.99934, -2.00193, 3.30929], [-3.16139, 0.85894, 4.10405], [-5.62559, 0.11755, 1.52573], [-4.84178, 1.40167, 2.46431], [-5.13456, -0.17915, 3.20473], [-1.33444, -0.99701, 0.47547], [-1.28011, -2.01348, -1.81378], [-3.43425, -2.25849, -3.05159], [-5.53140, -1.48613, -1.93683], [1.23966, 1.59771, 3.82005], [3.13008, 0.58947, 2.57701], [1.35310, -1.21806, -0.15457], [0.39404, -0.04411, -2.07581]]
}


Arrangement 2

{
  "formula": "C23H23N3O3",
  "method": "the ωB97M-V functional and the def2-TZVPD basis",
  "gap_ha": 0.2843,
  "charge": 0,
  "smiles": "Cc1cccc([N+](=O)[O-])c1NC(=O)CN(Cc1ccccc1)Cc1ccccc1",
  "e_homo_ev": -8.34,
  "symbols": ["C", "C", "C", "C", "C", "C", "N", "O", "O", "C", "N", "C", "O", "C", "N", "C", "C", "C", "C", "C", "C", "C", "C", "C", "C", "C", "C", "C", "C", "H", "H", "H", "H", "H", "H", "H", "H", "H", "H", "H", "H", "H", "H", "H", "H", "H", "H", "H", "H", "H", "H", "H"],
  "positions_angstrom": [[-3.22218, -3.04798, -0.56625], [-3.61678, -1.61999, -0.37857], [-4.93195, -1.31180, -0.06327], [-5.38194, -0.00288, 0.02548], [-4.51429, 1.02692, -0.25408], [-3.18318, 0.75299, -0.56891], [-2.36800, 1.87838, -0.89580], [-2.75891, 2.97864, -0.57253], [-1.32609, 1.69493, -1.51396], [-2.69913, -0.57288, -0.57979], [-1.35163, -0.81937, -0.81085], [-0.53236, -1.62977, -0.05701], [-0.91905, -2.32321, 0.84955], [0.91325, -1.56352, -0.53005], [1.81494, -1.89317, 0.54315], [1.65493, -1.10205, 1.76391], [1.00480, 0.24703, 1.58160], [1.64509, 1.27295, 0.89473], [1.03183, 2.50200, 0.72779], [-0.22880, 2.72922, 1.25209], [-0.87711, 1.71343, 1.93447], [-0.26549, 0.48229, 2.09552], [3.17746, -2.18494, 0.13258], [3.97580, -0.99402, -0.34254], [3.82001, -0.50346, -1.63463], [4.49238, 0.63446, -2.04438], [5.34178, 1.29259, -1.17129], [5.52381, 0.80012, 0.10974], [4.84383, -0.33349, 0.52001], [-2.56040, -3.14908, -1.42460], [-4.10332, -3.66563, -0.71749], [-2.67972, -3.41257, 0.30534], [-5.62745, -2.12200, 0.09820], [-6.40980, 0.20450, 0.27653], [-4.83856, 2.05610, -0.25150], [-0.89305, -0.06742, -1.32435], [1.10562, -0.57686, -0.98810], [1.02571, -2.32684, -1.30977], [1.04008, -1.69303, 2.45412], [2.63820, -0.96451, 2.21869], [2.63504, 1.11418, 0.49391], [1.54256, 3.28567, 0.18848], [-0.70990, 3.68666, 1.12011], [-1.86408, 1.88077, 2.34313], [-0.77780, -0.30685, 2.62721], [3.67803, -2.64772, 0.98774], [3.11901, -2.93106, -0.66657], [3.17503, -1.02170, -2.32992], [4.35511, 1.00671, -3.04904], [5.86626, 2.18085, -1.49073], [6.19477, 1.30095, 0.79236], [4.99403, -0.71257, 1.52149]]
}


Relative energies, in eV, with the most stable structure set to zero: arrangement 1 0.000; arrangement 2 1.289.